The following is a quantum chemistry calculation of C33H24BeBrF4NOPS3 as an isolated structure, from the OMol25 dataset.

The LUMO energy comes out at -2.56 eV. The value obtained for the relative energy (zero: lowest compared OMol25 entry of this formula, charge and spin) is 0.0 kcal/mol. The HOMO-LUMO gap comes out at 8.32 eV. The value obtained for the electronic energy is -161254.659 eV. The net charge is +1.

Last column: natural (NBO) charge in e.
Cartesian coordinates (Å):
Be 0.77671 0.04118 -1.11337  1.5255
S 2.59749 0.70544 -2.12453  -0.3253
C 2.66528 1.01298 -0.44022  -0.0954
N 1.60489 0.62240 0.24232  -0.8109
C 1.70028 0.88663 1.59857  0.1889
C 0.76328 0.57104 2.57553  -0.2329
C 1.04879 0.90093 3.88754  -0.1927
C 2.24565 1.53573 4.22888  -0.2103
C 3.18444 1.85084 3.26162  -0.2112
C 2.89959 1.51818 1.94370  -0.2366
S 3.88179 1.76889 0.51947  0.4658
H -0.15929 0.07281 2.30508  0.2266
H 0.33257 0.66574 4.66390  0.2246
H 2.44124 1.78935 5.26202  0.2300
H 4.10918 2.34687 3.52528  0.2343
F -3.71655 6.20598 -0.99662  -0.2691
C -3.16832 5.00887 -1.10037  0.3552
C -3.96800 3.88582 -1.19479  0.2528
F -5.28755 4.00270 -1.18274  -0.2686
C -3.37418 2.64185 -1.30077  0.4132
F -4.19280 1.59186 -1.39109  -0.3020
C -1.99373 2.46731 -1.31052  -0.4475
P -1.32208 0.76941 -1.43959  0.7789
C -2.21793 -0.13023 -0.13637  -0.3772
C -2.52645 0.52004 1.05682  -0.1480
C -3.09426 -0.18078 2.11055  -0.2248
C -3.35283 -1.53794 1.98392  -0.1900
C -3.03928 -2.19320 0.80068  -0.2081
C -2.46900 -1.49625 -0.25429  -0.1987
C -1.86194 0.17364 -3.06148  -0.3967
C -0.94987 0.35691 -4.10120  -0.1288
C -1.27790 -0.02754 -5.39233  -0.2256
C -2.51026 -0.61151 -5.64552  -0.1750
C -3.41654 -0.80633 -4.61117  -0.2031
C -3.09992 -0.41124 -3.32106  -0.1818
C -1.20576 3.62041 -1.23080  -0.1219
Br 0.66838 3.57276 -1.31396  0.1435
C -1.79005 4.87060 -1.12196  0.2928
F -1.05011 5.96977 -1.04132  -0.2774
H -2.32866 1.58012 1.16932  0.2144
H -3.34230 0.33780 3.02752  0.2276
H -3.80580 -2.08232 2.80194  0.2277
H -3.24758 -3.24988 0.69349  0.2259
H -2.22495 -2.01584 -1.17159  0.2288
H 0.01657 0.80814 -3.90132  0.2159
H -0.57111 0.12611 -6.19675  0.2271
H -2.76702 -0.91655 -6.65137  0.2276
H -4.37732 -1.26174 -4.81108  0.2280
H -3.81510 -0.55800 -2.52398  0.2308
C 4.24496 -1.82211 4.12577  -0.6429
C 3.47850 -2.08637 2.86303  0.0554
C 2.21456 -2.66311 2.89445  -0.2074
C 1.51513 -2.90552 1.72233  -0.1939
C 2.08801 -2.56525 0.50403  -0.2471
C 3.35738 -1.99165 0.44609  -0.2130
C 4.03790 -1.75838 1.62320  -0.2064
S 1.06838 -2.83607 -0.90769  1.2927
C 2.26195 -3.11713 -2.20311  -0.8173
O 0.42317 -1.49409 -1.29813  -1.1487
H 3.63258 -1.99816 5.00805  0.2260
H 4.59592 -0.78993 4.14996  0.2320
H 5.12067 -2.47072 4.18398  0.2383
H 1.76916 -2.92384 3.84613  0.2282
H 0.52810 -3.35253 1.75317  0.2334
H 3.80353 -1.71071 -0.49861  0.2355
H 5.02280 -1.30802 1.58719  0.2298
H 2.85538 -2.21630 -2.34777  0.2608
H 1.69344 -3.33849 -3.10387  0.2604
H 2.87683 -3.97136 -1.92424  0.2579

The following is a quantum chemistry calculation of one molecule with the formula C9H11Cl2NO in a non-equilibrium geometry, from the OMol25 dataset.

The LUMO energy comes out at -0.01 eV. The value obtained for the relative energy (zero: lowest compared OMol25 entry of this formula, charge and spin) is 52.4 kcal/mol. The HOMO-LUMO gap comes out at 8.86 eV. The value obtained for the electronic energy is -38092.415 eV. The net charge is 0. The SMILES is C=CO[C@@]1(C)C(Cl)=C(C)N=C[C@H]1Cl.

Last column: natural (NBO) charge in e.
Cartesian coordinates (Å):
C -3.59330 -0.92088 -1.14917  -0.4759
C -2.58794 -0.36283 -0.49721  0.1318
O -1.29625 -0.67201 -0.79469  -0.5077
C -0.25962 -0.08202 -0.04036  0.2072
C -0.30209 -0.53670 1.43130  -0.6358
C 1.04728 -0.56713 -0.64207  -0.0365
Cl 1.01767 -2.16066 -1.26283  0.0448
C 2.17022 0.16808 -0.58348  0.1074
C 3.50513 -0.27530 -1.08553  -0.6395
N 2.16173 1.42873 -0.00343  -0.3959
C 1.06888 2.01536 0.24225  0.1223
C -0.27998 1.45672 -0.09632  -0.2730
Cl -0.62960 2.01073 -1.78105  -0.0331
H -4.60885 -0.66780 -0.91361  0.2091
H -3.41846 -1.63459 -1.93395  0.2110
H -2.75276 0.36070 0.29243  0.1663
H -1.22067 -0.20808 1.91222  0.2137
H 0.54805 -0.12588 1.97005  0.2266
H -0.25798 -1.62276 1.46602  0.2376
H 3.64904 0.06402 -2.11034  0.2296
H 3.58532 -1.35805 -1.06359  0.2280
H 4.27850 0.17259 -0.46806  0.2322
H 1.11621 3.01224 0.65870  0.1941
H -1.06783 1.87626 0.53011  0.2356

The following is a quantum chemistry calculation of an isolated ion of composition C9H14N3O2 and charge +1 in a non-equilibrium geometry, from the OMol25 dataset.

The LUMO energy comes out at -4.33 eV. The value obtained for the relative energy (zero: lowest compared OMol25 entry of this formula, charge and spin) is 16.8 kcal/mol. The HOMO-LUMO gap comes out at 8.53 eV. The value obtained for the electronic energy is -18117.375 eV. The net charge is +1. The SMILES is CN1C(=O)[NH+]=C2O[C@H](N)CCC/C=C\21.

Last column: natural (NBO) charge in e.
Cartesian coordinates (Å):
C -1.95252 0.62478 2.93318  -0.4251
N -1.69094 0.98570 1.56425  -0.4250
C -2.30747 1.91832 0.87695  0.7942
O -3.16936 2.68121 1.07635  -0.5144
N -1.59473 1.87389 -0.39142  -0.5744
C -0.75590 0.84208 -0.50244  0.6783
O -0.36572 0.63056 -1.69468  -0.5265
C 0.94032 -0.11050 -2.36197  0.3003
N 0.68566 -0.27238 -3.69521  -0.7695
C 1.06623 -1.34695 -1.38650  -0.4608
C 2.13175 -1.11274 -0.35704  -0.4026
C 1.56310 -1.13307 1.06635  -0.4738
C 0.39831 -0.37107 1.47402  -0.0430
C -0.67525 0.28949 0.85760  0.0105
H -1.53990 1.32194 3.73552  0.2299
H -3.06333 0.46001 3.19558  0.2540
H -1.37384 -0.29721 3.04298  0.2080
H -1.76559 2.43056 -1.26215  0.4520
H 1.82867 0.45902 -2.10055  0.2054
H -0.07272 -0.88330 -3.72389  0.3940
H 0.82517 0.51746 -4.27828  0.4149
H 1.23409 -2.28273 -1.94596  0.2520
H 0.11220 -1.46909 -0.95899  0.2150
H 2.68701 -0.21997 -0.51900  0.2130
H 2.92973 -1.94969 -0.30498  0.2454
H 2.33118 -1.11563 1.82422  0.2596
H 1.26118 -2.11566 1.26340  0.2573
H 0.33266 -0.35502 2.57267  0.2314

The following is a quantum chemistry calculation of C30H22N5PdTe as an isolated structure in a non-equilibrium geometry, from the OMol25 dataset.

The LUMO energy comes out at -4.17 eV. The value obtained for the relative energy (zero: lowest compared OMol25 entry of this formula, charge and spin) is 22.2 kcal/mol. The HOMO-LUMO gap comes out at 6.78 eV. The value obtained for the electronic energy is -49685.240 eV. The net charge is +1.

Last column: natural (NBO) charge in e.
Cartesian coordinates (Å):
Pd -0.62435 -0.99427 0.07471  0.8141
C -0.41375 -1.99578 -4.00195  -0.2606
C 0.73100 -2.78877 -4.13572  -0.1263
C 1.32852 -3.28421 -3.00822  -0.2279
C 0.83018 -2.96104 -1.73385  0.3872
N -0.21379 -2.11036 -1.61309  -0.5031
C -0.83705 -1.69071 -2.74046  0.0462
N 1.38969 -3.65439 -0.68476  -0.4899
C 1.29281 -3.30246 0.54374  0.4831
N 0.77556 -2.12835 1.04304  -0.6421
C 0.92205 -2.11663 2.40924  0.4627
N 0.57118 -1.19406 3.23187  -0.4918
C -0.25312 -0.15074 2.90666  0.3923
C -0.22722 0.97910 3.74765  -0.2365
C -1.17731 1.95413 3.61438  -0.1236
C -2.19405 1.79691 2.66057  -0.2563
C -2.13384 0.71584 1.83309  0.0402
N -1.16713 -0.23359 1.91348  -0.5047
C 1.62273 -3.35235 2.81852  -0.0253
C 2.03357 -3.79777 4.05834  -0.1840
C 2.65547 -5.04097 4.10654  -0.1829
C 2.85056 -5.79761 2.95088  -0.1849
C 2.44412 -5.33157 1.70488  -0.1533
C 1.83010 -4.09612 1.67010  -0.1089
H -0.96052 -1.62669 -4.85697  0.2424
H 1.11811 -3.03889 -5.11439  0.2365
H 2.18051 -3.94626 -3.04941  0.2483
H -1.72744 -1.10086 -2.58933  0.2142
H 0.54626 1.02414 4.50038  0.2477
H -1.16074 2.82413 4.25742  0.2371
H -2.99857 2.51013 2.56559  0.2423
H -2.88927 0.54642 1.07424  0.2112
H 1.88042 -3.20289 4.94817  0.2379
H 2.99509 -5.43015 5.05685  0.2281
H 3.32858 -6.76491 3.02776  0.2281
H 2.59847 -5.90644 0.80226  0.2372
Te 0.61240 1.30444 -0.68178  0.6723
C -0.05781 3.09228 0.20720  -0.2936
C 0.88538 3.83833 0.90613  -0.1734
C 0.52621 5.06205 1.45769  -0.2186
C -0.76502 5.54161 1.29723  -0.1945
C -1.70348 4.79075 0.60107  -0.1947
C -1.35578 3.56105 0.06144  -0.2391
C -0.38147 1.71000 -2.50506  -0.2926
C -1.75456 1.54395 -2.63840  -0.2652
C -2.39462 1.92530 -3.80875  -0.1990
C -1.66129 2.46807 -4.85548  -0.1898
C -0.29087 2.63508 -4.72676  -0.2139
C 0.34946 2.26696 -3.55003  -0.1645
H 1.89952 3.47644 1.02356  0.2156
H 1.26198 5.64384 1.99679  0.2286
H -1.03822 6.50631 1.70355  0.2286
H -2.71322 5.16117 0.47907  0.2245
H -2.09965 2.98599 -0.47380  0.2207
H -2.34040 1.12904 -1.82522  0.2104
H -3.46596 1.80161 -3.90113  0.2259
H -2.16110 2.77025 -5.76605  0.2295
H 0.28419 3.05926 -5.53897  0.2296
H 1.41748 2.41424 -3.45455  0.2183

We obtain E_HOMO values of -10.88 -8.86 -12.86 -10.95 eV for the records listed above, in that order.